The following is a quantum chemistry calculation of a molecular structure, C3H5N2O3, from the OMol25 dataset.

Each line ends with the Löwdin charge.
Positions of all 13 atoms, in Å:
O 2.9746 0.6754 0.9676  0.04
C 2.7499 -0.1076 0.0103  -0.42
N 2.4822 -0.5795 -1.1573  0.21
C -0.3892 -0.3409 -1.3113  -0.26
N -0.6091 0.0084 -0.0225  -0.05
C -1.9688 0.0771 0.4710  -0.83
O -2.1043 0.4782 1.6228  -0.07
O -2.8876 -0.2413 -0.3048  -0.09
H 0.2056 0.5103 -1.8371  0.08
H 1.6937 -0.6414 -0.1684  0.12
H 0.1087 -1.2825 -1.5852  0.05
H -1.3091 -0.1665 -2.0585  0.12
H -0.0236 0.5079 0.6035  0.09

For the energy above the lowest of the compared OMol25 structures with the same formula, charge and spin, the calculation gives 107.1 kcal/mol. Its calculated total energy is -452.496648 Eh. The max |F| comes out at 6.74 eV/A. The calculation puts the gap between HOMO and LUMO at 0.23971 Eh. As for the charge: -1. As for the multiplicity: 1.